(1)
{
  "formula": "C31H55O6SiTb",
  "method": "ωB97M-V with the def2-TZVPD basis set",
  "e_homo_ev": [-7.72, -7.83],
  "fmax_ev_per_a": 3.009,
  "total_energy_ha": -2779.80639,
  "gap_ev": [8.08, 8.19],
  "s2": 12.709,
  "spin_multiplicity": 7,
  "symbols": ["O", "C", "C", "H", "H", "C", "H", "H", "C", "H", "H", "H", "C", "H", "H", "H", "Tb", "C", "C", "C", "H", "C", "C", "H", "H", "H", "H", "C", "C", "C", "H", "C", "C", "H", "H", "H", "H", "O", "C", "C", "H", "H", "C", "H", "H", "C", "H", "H", "H", "H", "C", "C", "C", "C", "O", "Si", "O", "O", "C", "C", "C", "C", "O", "C", "C", "C", "C", "H", "H", "H", "H", "H", "H", "H", "H", "H", "H", "H", "H", "H", "H", "H", "H", "H", "H", "H", "H", "H", "H", "H", "H", "H", "H", "H"],
  "xyz": [[0.5945, 0.2577, -6.1193], [0.5340, 1.5133, -6.9399], [0.4427, 0.8138, -8.2671], [1.4452, 2.1246, -6.8877], [-0.3633, 2.0830, -6.6724], [0.5043, -0.4780, -7.3718], [1.3378, 0.9076, -8.8884], [-0.4768, 1.0070, -8.8278], [1.7715, -1.2458, -7.6867], [2.6287, -0.5846, -7.5004], [1.7417, -1.4890, -8.7593], [1.8240, -2.1852, -7.1129], [-0.7432, -1.3453, -7.4943], [-1.6613, -0.8011, -7.2090], [-0.6274, -2.2624, -6.8883], [-0.8277, -1.6436, -8.5544], [0.1161, -0.0483, -0.3540], [-1.9982, -0.9051, 0.7494], [-2.0391, 0.4968, 1.0158], [-2.2606, 1.1947, -0.2061], [-2.0336, 0.9309, 2.0164], [-2.3946, 0.2138, -1.2343], [-2.1875, -1.0808, -0.6548], [-2.2760, -2.0404, -1.1764], [-1.9752, -1.6885, 1.5100], [-2.3548, 2.2803, -0.3131], [-2.7432, 0.3938, -2.2549], [1.6288, -1.7013, 0.8840], [0.6031, -2.4624, 0.2466], [0.7904, -2.3495, -1.1659], [-0.1211, -3.0934, 0.7611], [1.9354, -1.5180, -1.3952], [2.4683, -1.1343, -0.1284], [3.3803, -0.5558, 0.0561], [1.8173, -1.6624, 1.9583], [0.2185, -2.8852, -1.9275], [2.3602, -1.2626, -2.3716], [0.9781, 1.0850, -2.5978], [0.0097, 0.4704, -3.4938], [-0.9189, 1.5757, -3.9743], [-0.4881, -0.4241, -3.0280], [0.5955, 0.0879, -4.3424], [0.1112, 2.7525, -4.0888], [-1.6675, 1.7853, -3.2034], [-1.4325, 1.2692, -4.8998], [0.9466, 2.5551, -2.8153], [-0.3314, 3.7541, -4.2267], [0.7521, 2.5859, -4.9870], [0.4600, 2.9566, -1.9080], [1.9794, 2.9316, -2.8857], [-0.3158, -1.8076, 4.3048], [-0.8716, -0.4731, 4.7841], [-2.3894, -0.5330, 4.9116], [-0.2163, -0.0811, 6.1057], [-0.6080, 0.5543, 3.7715], [0.7857, 1.0594, 3.0337], [0.6880, 0.9908, 1.4193], [1.0929, 2.5861, 3.5543], [0.3818, 3.6459, 4.2585], [-1.1263, 3.5274, 4.0786], [0.7022, 3.5521, 5.7454], [0.8947, 4.9473, 3.6487], [1.9980, 0.0785, 3.6055], [3.3832, 0.4213, 3.8842], [3.8802, 1.4386, 2.8575], [3.4901, 1.0079, 5.2912], [4.1642, -0.8902, 3.7876], [-0.6389, -2.5943, 5.0039], [0.7814, -1.7768, 4.2955], [-0.6933, -2.0495, 3.3013], [-2.6709, -1.2909, 5.6518], [-2.8014, 0.4277, 5.2458], [-2.8517, -0.8065, 3.9554], [0.8684, 0.0497, 5.9732], [-0.6497, 0.8436, 6.5118], [-0.3746, -0.8838, 6.8448], [-1.4104, 3.5769, 3.0209], [-1.5114, 2.6077, 4.5378], [-1.5945, 4.3796, 4.5895], [1.7695, 3.7344, 5.9297], [0.1206, 4.3154, 6.2811], [0.4147, 2.5660, 6.1384], [1.9830, 5.0254, 3.7764], [0.6386, 4.9928, 2.5815], [0.4272, 5.8032, 4.1480], [3.3853, 2.4047, 3.0231], [4.9601, 1.5699, 3.0056], [3.7043, 1.0822, 1.8327], [3.1717, 0.2821, 6.0541], [4.5426, 1.2720, 5.4755], [2.8786, 1.9174, 5.3722], [3.8070, -1.6113, 4.5382], [4.0762, -1.3276, 2.7830], [5.2274, -0.6987, 3.9858]],
  "forces_ev_per_a": [[0.074, 1.369, -2.679], [0.082, 0.267, 0.645], [-0.012, -0.956, 0.578], [-0.272, -0.140, 0.559], [0.353, -0.009, 0.004], [-0.404, -0.311, -1.528], [-0.330, 0.125, -0.020], [0.236, -0.248, 0.066], [-0.183, -0.180, 0.029], [-0.066, -0.419, 0.034], [0.137, -0.070, 0.296], [0.239, 0.404, -0.093], [0.168, -0.188, 0.098], [0.439, -0.240, -0.053], [-0.251, 0.395, -0.160], [-0.061, 0.034, 0.431], [0.490, 2.024, 0.202], [-0.884, 0.792, -0.045], [-1.090, -0.351, -0.097], [-0.120, -0.658, 0.213], [0.361, -0.139, -0.519], [-0.194, -0.585, 0.369], [-1.071, 0.407, -0.132], [0.080, 0.507, 0.236], [0.238, 0.333, -0.404], [0.028, -0.515, 0.016], [0.445, -0.122, 0.417], [0.542, -1.007, -0.496], [1.095, -0.161, -0.111], [0.740, -0.293, 0.083], [0.151, 0.344, -0.257], [0.269, -0.841, 0.266], [-0.412, -0.670, 0.039], [-0.583, -0.118, -0.161], [-0.252, 0.249, -0.467], [0.151, 0.376, 0.266], [-0.285, -0.064, 0.475], [-0.580, 0.852, 0.467], [0.480, -0.945, -0.499], [0.578, 0.233, 0.232], [0.318, 0.975, 0.003], [-0.514, 0.113, 0.830], [-0.072, -0.522, -0.539], [0.119, 0.207, -0.221], [0.293, 0.318, 0.295], [-0.406, -0.630, 0.345], [0.103, -0.417, 0.439], [-0.394, 0.136, 1.008], [0.196, 0.215, -0.483], [-0.400, -0.295, 0.033], [0.011, -0.302, 0.206], [0.261, 0.641, -0.747], [-0.111, -0.077, 0.126], [0.050, -0.104, 0.233], [0.092, -0.665, 0.420], [-0.036, -0.092, -0.329], [0.191, 0.434, 0.979], [-0.282, 0.593, 0.328], [0.243, -0.746, -0.531], [-0.262, 0.198, 0.153], [0.041, 0.127, 0.119], [-0.040, 0.092, 0.103], [0.353, 0.376, 0.194], [-0.648, -0.190, -0.268], [0.337, -0.014, 0.154], [0.126, 0.068, 0.007], [0.147, 0.062, 0.047], [0.094, 0.110, -0.239], [-0.337, -0.048, -0.105], [0.133, 0.082, 0.244], [0.035, 0.083, -0.080], [0.138, -0.138, -0.141], [0.122, 0.111, 0.134], [-0.386, -0.008, 0.009], [0.071, -0.258, -0.145], [0.035, 0.253, -0.189], [0.063, -0.167, 0.143], [0.130, 0.253, -0.298], [0.023, -0.116, -0.132], [-0.254, -0.099, 0.004], [0.188, -0.142, -0.034], [0.211, 0.359, -0.163], [-0.257, -0.052, -0.120], [0.156, -0.066, 0.254], [0.069, -0.063, -0.044], [0.114, -0.288, -0.232], [-0.146, 0.058, -0.134], [-0.033, 0.137, 0.278], [0.078, 0.183, -0.230], [-0.274, -0.039, 0.086], [0.190, -0.333, -0.027], [0.012, 0.181, -0.280], [-0.039, 0.097, 0.275], [-0.181, -0.069, -0.042]],
  "mulliken_charge": [-0.382, -0.638, -0.789, 0.222, 0.397, 1.293, 0.331, 0.306, -1.619, 0.368, 0.406, 0.362, -1.639, 0.326, 0.375, 0.390, 0.182, -0.433, -0.231, -1.484, 0.702, -0.247, -1.083, 0.512, 0.775, 0.425, 0.842, 0.183, -1.300, -0.293, 0.576, -0.770, -0.395, 0.455, 0.433, 0.560, 0.467, -0.408, 0.299, -0.869, 0.398, 0.295, -0.199, 0.477, 0.223, -0.496, 0.371, -0.144, 0.160, 0.346, -0.988, 1.836, -1.747, -1.529, 1.077, -2.464, 0.332, 0.429, 1.886, -1.366, -1.682, -1.848, 0.835, 1.751, -1.172, -1.578, -1.726, 0.606, -0.015, -0.070, 0.410, 0.366, 0.285, -0.016, 0.256, 0.563, 0.240, 0.102, 0.572, 0.307, 0.497, 0.227, 0.307, 0.336, 0.403, 0.089, 0.617, -0.053, 0.285, 0.539, -0.010, 0.347, 0.288, 0.430]
}

(2)
{
  "formula": "C31H56As2BaN4O2P",
  "method": "ωB97M-V with the def2-TZVPD basis set",
  "e_homo_ev": -8.99,
  "fmax_ev_per_a": 0.666,
  "relative_energy_ev": 0.4504,
  "total_energy_ha": -6422.68893,
  "gap_ev": 7.04,
  "total_charge": 1,
  "symbols": ["Ba", "C", "As", "C", "C", "C", "C", "C", "C", "C", "As", "C", "C", "H", "H", "H", "H", "H", "H", "H", "H", "H", "H", "H", "H", "H", "H", "H", "H", "C", "N", "C", "P", "O", "N", "C", "C", "N", "C", "C", "H", "H", "H", "H", "H", "H", "H", "H", "H", "H", "H", "H", "H", "H", "H", "H", "H", "H", "C", "C", "C", "N", "H", "H", "H", "H", "H", "C", "C", "C", "C", "C", "C", "C", "C", "C", "C", "C", "C", "O", "H", "H", "H", "H", "H", "H", "H", "H", "H", "H", "H", "H", "H", "H", "H", "H", "H"],
  "xyz": [[-0.3331, -0.2589, -0.0700], [4.4039, 1.3592, 0.4113], [2.6844, 1.5963, -0.4799], [3.3252, 1.4355, -2.3214], [2.4969, 3.5530, -0.3728], [3.5932, 4.3660, -0.0885], [3.4376, 5.7309, 0.0918], [2.1785, 6.3034, 0.0046], [1.0805, 5.5146, -0.2933], [1.2321, 4.1473, -0.4995], [-0.2657, 3.0107, -1.0101], [-1.7939, 4.0624, -0.3686], [-0.4148, 3.5141, -2.8985], [5.2011, 1.9008, -0.0949], [4.6478, 0.2988, 0.3937], [4.3342, 1.6912, 1.4464], [4.1603, 2.1152, -2.4884], [2.5282, 1.6736, -3.0231], [3.6471, 0.4105, -2.5025], [4.5811, 3.9381, 0.0058], [4.3015, 6.3435, 0.3121], [2.0511, 7.3656, 0.1652], [0.1056, 5.9829, -0.3666], [-1.8201, 5.0543, -0.8163], [-1.7468, 4.1449, 0.7165], [-2.6973, 3.5206, -0.6489], [-0.2973, 4.5910, -3.0134], [-1.3969, 3.2102, -3.2639], [0.3402, 3.0047, -3.4927], [-2.8439, -1.6861, 2.3975], [-2.2163, -0.3675, 2.2970], [-3.1591, 0.7100, 1.9635], [-0.8276, 0.0992, 3.1297], [0.0366, 0.9256, 2.2339], [-0.0323, -1.3053, 3.4791], [-0.4766, -2.1323, 4.5958], [1.3332, -1.5714, 3.0492], [-1.3326, 0.9451, 4.4327], [-2.4788, 0.5702, 5.2476], [-0.3828, 1.8326, 5.1036], [-3.3645, -1.8960, 1.4610], [-3.5722, -1.7339, 3.2135], [-2.0860, -2.4521, 2.5369], [-3.7055, 0.4320, 1.0604], [-2.6134, 1.6341, 1.7712], [-3.8716, 0.8825, 2.7742], [-1.5153, -1.9149, 4.8484], [0.1415, -1.9602, 5.4813], [-0.4127, -3.1891, 4.3273], [1.6705, -0.8084, 2.3464], [1.3994, -2.5540, 2.5744], [2.0229, -1.5560, 3.8981], [-3.1451, -0.0915, 4.6989], [-3.0388, 1.4663, 5.5216], [-2.1660, 0.0640, 6.1653], [0.4023, 2.1178, 4.4085], [0.0589, 1.3496, 5.9793], [-0.9081, 2.7319, 5.4269], [-4.8794, 2.8017, -3.0194], [-4.3011, 1.4559, -3.4478], [-3.3347, 0.9330, -2.4794], [-2.5750, 0.5141, -1.7287], [-5.5838, 3.1532, -3.7700], [-4.0948, 3.5499, -2.9148], [-5.4072, 2.7174, -2.0708], [-3.7788, 1.5229, -4.4044], [-5.0738, 0.6940, -3.5660], [-2.5235, -3.1792, -2.2593], [-1.6929, -4.2882, -1.6203], [-1.7654, -4.2393, -0.0943], [-0.2613, -4.3354, -2.1139], [0.1886, -5.4607, -2.7945], [1.4964, -5.5669, -3.2364], [2.3874, -4.5379, -2.9707], [1.9861, -3.3963, -2.2899], [2.9670, -2.3232, -1.8741], [4.2640, -2.3183, -2.6757], [3.2676, -2.4864, -0.3825], [0.6392, -3.2786, -1.8828], [0.2397, -2.1681, -1.2569], [-3.5599, -3.2247, -1.9139], [-2.5306, -3.2722, -3.3463], [-2.1274, -2.1900, -2.0236], [-2.1480, -5.2364, -1.9233], [-1.2702, -3.3464, 0.2964], [-1.2666, -5.1025, 0.3485], [-2.8021, -4.2349, 0.2537], [-0.5031, -6.2742, -2.9824], [1.8218, -6.4483, -3.7719], [3.4132, -4.6372, -3.2991], [2.4765, -1.3502, -2.0156], [4.8517, -3.2212, -2.5080], [4.8978, -1.4785, -2.3798], [4.0733, -2.2399, -3.7469], [3.8096, -3.4182, -0.2080], [2.3434, -2.5390, 0.1948], [3.8752, -1.6718, 0.0205]],
  "forces_ev_per_a": [[0.104, -0.089, -0.651], [0.011, 0.021, 0.041], [0.145, 0.023, -0.101], [0.068, 0.046, -0.046], [-0.092, 0.020, 0.131], [-0.088, -0.076, -0.022], [0.019, 0.012, 0.007], [0.042, 0.086, 0.021], [-0.015, -0.013, -0.108], [0.075, -0.285, 0.042], [-0.270, 0.370, -0.097], [0.144, -0.141, -0.006], [-0.017, -0.015, 0.006], [-0.009, 0.010, -0.012], [-0.010, 0.001, 0.023], [0.008, -0.015, -0.007], [-0.011, 0.007, 0.001], [-0.053, 0.014, -0.014], [0.000, 0.051, 0.019], [0.035, -0.013, 0.009], [0.001, 0.022, 0.008], [0.006, 0.014, 0.001], [0.030, -0.053, -0.019], [-0.013, 0.001, 0.010], [-0.027, 0.034, -0.006], [-0.034, 0.026, 0.031], [-0.026, -0.011, 0.003], [0.007, 0.019, 0.008], [0.064, -0.006, 0.002], [0.042, 0.105, -0.046], [0.164, 0.057, 0.137], [0.154, -0.151, 0.062], [0.043, -0.141, -0.208], [-0.103, 0.101, 0.276], [-0.261, 0.092, 0.197], [-0.042, -0.013, -0.018], [0.190, 0.005, -0.159], [-0.038, 0.072, 0.171], [0.030, 0.031, -0.002], [-0.052, -0.042, -0.035], [-0.022, -0.026, 0.030], [-0.015, -0.047, -0.012], [-0.030, -0.020, 0.015], [-0.032, 0.017, 0.015], [-0.008, 0.020, 0.028], [-0.072, 0.054, -0.056], [0.074, -0.036, 0.017], [-0.009, -0.016, 0.017], [0.001, 0.006, 0.012], [-0.046, -0.054, 0.048], [-0.010, 0.014, 0.013], [-0.045, 0.004, 0.028], [-0.012, -0.020, -0.005], [-0.001, -0.009, 0.017], [-0.030, 0.005, 0.018], [0.025, 0.020, 0.012], [0.022, 0.018, 0.022], [0.024, 0.019, 0.019], [-0.039, 0.068, 0.009], [0.159, -0.195, 0.006], [-0.056, -0.058, -0.096], [-0.039, 0.125, 0.113], [-0.001, -0.014, -0.011], [0.005, 0.003, 0.003], [0.002, -0.001, 0.010], [-0.032, 0.052, -0.005], [-0.040, 0.056, 0.009], [-0.075, 0.165, -0.064], [0.027, -0.076, 0.007], [-0.024, 0.017, 0.168], [0.062, 0.038, -0.099], [0.022, 0.010, -0.010], [-0.004, -0.019, -0.011], [-0.033, 0.009, 0.006], [-0.067, -0.167, -0.027], [0.011, 0.059, -0.018], [0.019, 0.068, -0.041], [0.006, -0.016, 0.187], [-0.023, 0.223, 0.164], [0.127, -0.201, -0.025], [-0.019, -0.025, 0.015], [0.020, -0.034, -0.008], [0.034, -0.064, 0.018], [-0.003, 0.008, 0.008], [0.025, 0.013, -0.063], [0.006, -0.021, -0.023], [-0.027, -0.022, -0.036], [-0.037, -0.005, 0.011], [0.014, -0.008, -0.004], [0.027, 0.002, -0.007], [-0.038, -0.120, 0.012], [-0.022, -0.051, 0.037], [-0.014, 0.014, 0.012], [-0.005, 0.016, -0.012], [0.018, -0.012, -0.029], [-0.056, 0.010, -0.010], [0.036, 0.027, -0.082]],
  "mulliken_charge": [1.436, -1.406, 1.317, -0.862, -0.182, -0.496, -0.844, -0.745, -0.416, 0.042, 1.334, -1.473, -1.127, 0.421, 0.253, 0.416, 0.437, 0.237, 0.198, 0.262, 0.406, 0.411, 0.276, 0.482, 0.434, 0.297, 0.402, 0.257, 0.322, -1.199, 1.016, -1.138, -0.605, -0.870, 0.875, -1.104, -0.861, 0.394, -0.995, -1.010, 0.331, 0.219, 0.418, 0.300, 0.346, 0.284, 0.332, 0.272, 0.364, 0.173, 0.296, 0.322, 0.288, 0.327, 0.305, 0.208, 0.300, 0.369, -1.060, -0.308, -0.230, -0.146, 0.366, 0.253, 0.318, 0.294, 0.386, -1.415, 0.371, -1.146, 0.540, -0.842, -1.260, -0.584, -0.016, 2.205, -2.200, -0.834, -0.144, -0.380, 0.462, 0.418, -0.002, 0.561, -0.172, 0.443, 0.482, 0.394, 0.383, 0.317, -0.365, 0.539, 0.444, 0.445, 0.407, -0.033, 0.061]
}